Record 1
Below is a 5-piece molecular cluster, C35H34IN4O9P overall in a non-equilibrium geometry, with properties calculated with wB97M-V/def2-TZVPD.

Geometry (Å):
C -2.27904 -1.04206 0.11557
C -2.01301 -2.23480 1.14322
C -1.10095 -3.44511 0.60284
I 0.93647 -3.34391 1.46603
P -1.11391 -3.75810 -1.25814
C -0.33775 -2.37953 -2.29021
C 1.15306 -1.96147 -1.90549
O 2.12967 -2.73367 -2.07824
C 1.32528 -0.49346 -1.24444
C 0.58148 0.68078 -1.97767
C 0.59936 2.14445 -1.46167
C 1.38185 2.42314 -0.15428
C 2.14856 1.27638 0.57552
C 2.12875 -0.20465 0.04490
H -1.32912 -0.59541 -0.34804
H -3.00054 -1.33783 -0.72911
H -2.77566 -0.17552 0.70120
H -3.03679 -2.63979 1.48299
H -1.46781 -1.78459 2.06014
H -1.54052 -4.40308 1.08245
H -2.52264 -3.73140 -1.62177
H -1.02716 -1.45216 -2.35473
H -0.29123 -2.77546 -3.37843
H -0.01687 0.46190 -2.93645
H 0.03506 2.92786 -2.06789
H 1.40933 3.48989 0.27045
H 2.73148 1.43594 1.54935
H 2.69045 -1.03158 0.60244
O 9.22564 3.85101 2.03426
N 8.03183 3.58854 2.00033
O 7.26367 3.73826 2.93986
C 7.48572 3.05397 0.75052
C 8.33490 2.83349 -0.33239
C 7.81602 2.30336 -1.50908
C 6.46014 2.00218 -1.59968
C 5.61548 2.23438 -0.51801
C 6.12605 2.76156 0.66344
H 9.39296 3.06377 -0.27457
H 8.46959 2.12166 -2.35589
H 6.05953 1.58319 -2.51793
H 4.55861 2.00034 -0.59541
H 5.45796 2.93488 1.50008
O -0.78973 -4.19689 -5.26614
N -0.77201 -5.36009 -4.88130
O -1.76867 -6.01804 -4.62508
C 0.53249 -6.00270 -4.71135
C 1.69504 -5.27428 -4.95676
C 2.93205 -5.88142 -4.77060
C 3.00205 -7.20526 -4.34757
C 1.83713 -7.93060 -4.11407
C 0.59568 -7.33089 -4.29479
H 1.65431 -4.24213 -5.28641
H 3.84322 -5.32133 -4.95229
H 3.96991 -7.67431 -4.19784
H 1.89784 -8.96326 -3.78710
H -0.30440 -7.90569 -4.10632
O -4.97143 -2.68270 3.05112
N -5.50732 -1.64659 2.68123
O -6.07102 -1.50633 1.60532
C -5.46351 -0.49590 3.58465
C -4.79810 -0.60414 4.80382
C -4.73799 0.50016 5.64773
C -5.34149 1.69652 5.27375
C -6.01318 1.79457 4.05880
C -6.07687 0.69746 3.20854
H -4.32307 -1.53085 5.10636
H -4.21669 0.42917 6.59674
H -5.28694 2.55826 5.93199
H -6.48371 2.72776 3.77372
H -6.60044 0.78806 2.26319
O -4.43728 3.82819 3.55068
N -3.78026 3.58501 2.54557
O -3.62885 2.46835 2.07273
C -3.12700 4.70685 1.86728
C -3.24321 5.99178 2.39465
C -2.60112 7.04989 1.76026
C -1.85480 6.82232 0.60768
C -1.75113 5.53831 0.08025
C -2.38747 4.47347 0.70935
H -3.82150 6.18237 3.29196
H -2.67965 8.05302 2.16607
H -1.35029 7.65005 0.11827
H -1.17034 5.36742 -0.82016
H -2.29615 3.47705 0.29005

For the HOMO-LUMO gap, the calculation gives 7.43 eV. The calculation puts the relative energy (zero: lowest compared OMol25 entry of this formula, charge and spin) at 0.0 kcal per mole. As for the multiplicity: 1. As for the SMILES: CC[C@H](I)PCC(=O)c1ccccc1.O=[N+]([O-])c1ccccc1.O=[N+]([O-])c1ccccc1.O=[N+]([O-])c1ccccc1.O=[N+]([O-])c1ccccc1. The LUMO energy comes out at -0.0358 Ha.

Löwdin population analysis, charges in e, atoms 1 to 2: -0.14 -0.35

=====

Record 2
Below is C35H35AsBrCl3GeN5O2S2Tc as an isolated structure in a non-equilibrium geometry, with properties calculated with wB97M-V/def2-TZVPD.

Geometry (Å):
Tc -1.51500 0.99152 -0.47972
S -3.20589 2.84442 -0.35703
C -3.07071 3.35461 -2.04647
C -4.15369 3.97631 -2.65032
C -4.05427 4.38747 -3.97187
C -2.87472 4.18020 -4.67366
C -1.79001 3.56421 -4.06506
C -1.88161 3.13957 -2.74445
S -0.50795 2.27664 -2.03321
H -5.06161 4.14215 -2.08489
H -4.89498 4.87032 -4.45019
H -2.79855 4.49943 -5.70419
H -0.87051 3.40180 -4.61254
N 0.11781 -1.20922 1.34479
C 1.02304 -0.23604 1.96366
C 1.67573 -0.89835 3.21133
C 2.65647 -0.28201 4.22146
C 3.91284 0.41045 3.68229
N 3.78556 1.85979 3.81828
C 4.64553 2.74680 3.36608
N 4.40498 4.05168 3.53949
N 5.74641 2.35592 2.71060
C 0.29276 1.10262 2.09816
O 0.51300 1.81331 3.09821
O -0.47721 1.54172 1.18787
H -0.53569 -1.54866 2.04508
H 0.65913 -2.01708 1.05408
H 1.79969 -0.02972 1.21608
H 2.19060 -1.76398 2.78238
H 0.85543 -1.30864 3.80753
H 2.99658 -1.12917 4.81915
H 2.14921 0.38348 4.91423
H 4.10530 0.13580 2.63922
H 4.77404 0.09403 4.27614
H 2.96250 2.20259 4.30532
H 3.65973 4.33839 4.15977
H 5.11028 4.73438 3.32368
H 6.00806 1.38597 2.70132
H 6.45936 3.02325 2.47149
C 4.33329 -1.92713 -0.03309
C 3.99076 -0.66308 -0.49561
C 2.67220 -0.37770 -0.82102
C 1.69648 -1.36134 -0.68943
C 2.03883 -2.62928 -0.23635
C 3.35892 -2.90786 0.09569
As -0.11472 -0.93668 -1.21922
C -1.08412 -2.59849 -1.17912
C -1.69865 -3.19411 -0.08806
C -2.45870 -4.34115 -0.27798
C -2.60422 -4.87082 -1.55549
C -2.00054 -4.26388 -2.64737
C -1.23601 -3.11608 -2.46897
C -0.58079 -2.33788 -3.54574
C -0.53511 -2.69654 -4.88828
C 0.12486 -1.88275 -5.79617
C 0.74552 -0.71155 -5.37759
C 0.70120 -0.34049 -4.04062
C 0.03602 -1.15209 -3.13571
H 5.36258 -2.15475 0.21040
H 4.75324 0.09555 -0.61853
H 2.40703 0.61043 -1.18479
H 1.28468 -3.40306 -0.15532
H 3.62718 -3.89724 0.44205
H -1.58118 -2.77257 0.90278
H -2.93295 -4.82437 0.56605
H -3.19613 -5.76455 -1.70158
H -2.13088 -4.68671 -3.63490
H -1.00061 -3.61166 -5.23026
H 0.16200 -2.16658 -6.83924
H 1.26939 -0.09178 -6.09286
H 1.18888 0.57021 -3.71636
Cl -2.23670 2.50752 4.09984
Ge -0.54795 3.65793 3.20191
Cl 0.73565 4.03561 5.04237
Cl -2.74811 4.60264 0.53785
Br -3.49466 -0.13477 -1.87663
C -3.89141 -0.55149 -0.05533
C -5.05480 -1.14330 0.36226
C -5.23024 -1.24057 1.73810
C -4.25767 -0.73830 2.59024
C -3.10876 -0.18264 2.05746
N -2.91760 -0.11257 0.73346
H -5.79544 -1.48829 -0.34428
H -6.13435 -1.68115 2.13601
H -4.38647 -0.76400 3.66264
H -2.34161 0.25343 2.68274

For the HOMO-LUMO gap (alpha / beta), the calculation gives 5.99 / 5.99 eV. As for the multiplicity: 1. The net charge is +2. The LUMO energy (alpha / beta) comes out at -0.2465 / -0.2463 Ha.

Löwdin population analysis, charges in e, atoms 1 to 2: 0.61 0.47

=====

Record 3
Below is C35H35BF4N5Sc as an isolated structure in a non-equilibrium geometry, with properties calculated with wB97M-V/def2-TZVPD.

Geometry (Å):
Sc -0.13758 -1.97569 -0.25267
C -0.82532 -1.67270 3.11622
N 0.15564 -1.73438 2.03260
C 1.39009 -1.79872 2.37490
C 2.43175 -1.80912 1.39124
C 3.81945 -1.79575 1.55696
C 4.36152 -1.71874 0.26227
C 3.26608 -1.69489 -0.61361
N 2.10638 -1.74076 0.06050
C -0.88746 -2.90572 3.99885
C -0.95521 -4.18168 3.43921
C -1.00366 -5.29257 4.26658
C -0.99170 -5.15386 5.65304
C -0.92485 -3.88542 6.21320
C -0.87050 -2.76975 5.38460
H -1.79935 -1.49441 2.66034
H -0.60309 -0.81175 3.75541
H 1.68072 -1.83798 3.42752
H 4.35373 -1.83736 2.49744
H 5.40634 -1.69698 -0.01446
H 3.27026 -1.64772 -1.69667
H -0.89495 -4.28838 2.34436
H -1.04892 -6.28022 3.81849
H -1.02336 -6.02957 6.29314
H -0.90704 -3.76088 7.29128
H -0.81591 -1.77698 5.82477
C 1.80469 5.13144 -0.83884
C 0.65137 4.95319 -1.78823
C 0.14893 6.01397 -2.53171
C -0.91303 5.85397 -3.40829
C -1.49740 4.60644 -3.52961
C -1.02630 3.53297 -2.78728
C 0.05754 3.69347 -1.92345
N 0.56907 2.65022 -1.15210
C 0.30455 1.27074 -1.31382
N 0.35210 0.88341 -2.60183
C 0.18831 -0.38717 -3.24690
C -0.09899 -1.54830 -2.52785
C -0.23333 -2.69077 -3.33893
C -0.07601 -2.68361 -4.72044
C 0.22604 -1.49440 -5.37127
C 0.35487 -0.32223 -4.64305
C 0.67942 0.97117 -5.35807
N 0.10421 0.52358 -0.29042
C 0.11369 1.18924 0.96383
C 1.29216 1.21698 1.70773
C 1.32913 1.81846 2.95885
C 0.18302 2.40803 3.47590
C -0.97898 2.41737 2.71418
C -1.03042 1.83756 1.44854
C -2.25588 1.94905 0.58921
H 2.23848 6.12522 -0.94388
H 2.58181 4.38715 -1.02453
H 1.49211 5.01147 0.20325
H 0.61230 6.98930 -2.42537
H -1.28260 6.69624 -3.97993
H -2.33907 4.46370 -4.19610
H -1.50549 2.56342 -2.86246
H 0.82553 2.89007 -0.20734
H 0.62702 1.62885 -3.21425
H -0.45503 -3.62926 -2.84746
H -0.18175 -3.60142 -5.29124
H 0.36025 -1.47153 -6.45010
H 0.71852 0.80101 -6.43352
H 1.65256 1.37748 -5.05540
H -0.07216 1.74941 -5.18051
H 2.16847 0.71809 1.30316
H 2.24854 1.80739 3.53315
H 0.19212 2.86113 4.46145
H -1.87678 2.88297 3.10889
H -3.13481 2.19122 1.18598
H -2.45714 1.02343 0.05926
H -2.12085 2.74070 -0.15874
F -3.87901 -2.06332 -1.57122
B -3.71745 -1.75926 -0.22089
F -2.26936 -1.59771 0.04338
F -4.18973 -2.76615 0.61950
F -4.32864 -0.52450 0.09549
C -0.23212 -4.12812 -0.04092
H 0.62736 -4.79195 0.15410
H -1.10488 -4.77787 -0.23538

For the HOMO-LUMO gap, the calculation gives 2.67 eV. The calculation puts the relative energy (zero: lowest compared OMol25 entry of this formula, charge and spin) at 25.6 kcal per mole. As for the multiplicity: 1. The net charge is -2. The LUMO energy comes out at 0.1438 Ha.

Löwdin population analysis, charges in e, atoms 1 to 2: 0.79 -0.15

=====

Record 4
Below is C35H35BrCl2CuO4S4 as an isolated structure, with properties calculated with wB97M-V/def2-TZVPD.

Geometry (Å):
Cu 0.34400 -1.32170 1.13302
O 1.13276 -1.87855 5.06300
C 1.41210 -1.93395 3.86174
O 0.53668 -2.04109 2.93788
C 2.89017 -1.97674 3.48501
C 3.75906 -2.26147 4.54265
C 5.12560 -2.37735 4.37779
C 5.65915 -2.18853 3.10579
C 4.82440 -1.89283 2.04985
C 3.42618 -1.78010 2.19734
S 2.56762 -1.37750 0.72344
H 3.30025 -2.38688 5.51462
H 5.76586 -2.60576 5.22228
H 6.72837 -2.26749 2.93775
H 5.23656 -1.73331 1.06066
C 2.10780 2.71762 -5.33817
C 0.87234 3.25297 -4.59984
C 1.05976 4.75696 -4.39475
C -0.36559 3.04459 -5.48472
C 0.69152 2.50849 -3.27921
C 0.52284 1.12559 -3.28008
C 0.33788 0.44276 -2.10126
Br 0.13633 -1.44652 -2.17375
C 0.28462 1.06028 -0.81699
O 0.02224 0.40823 0.25089
C 0.51233 2.46957 -0.82365
C 0.69080 3.12987 -2.03601
C 0.61732 3.32047 0.45482
C 0.39326 2.56414 1.76935
C 2.03025 3.92709 0.52483
C -0.41891 4.45723 0.40486
H 2.24258 3.23383 -6.29422
H 2.01358 1.65002 -5.53756
H 3.00429 2.86384 -4.73311
H 1.18320 5.24837 -5.36369
H 1.94590 4.96777 -3.79308
H 0.19490 5.20021 -3.89750
H -0.24995 3.55851 -6.44461
H -1.25630 3.43231 -4.98698
H -0.53066 1.98506 -5.68211
H 0.53212 0.56056 -4.20466
H 0.84895 4.19977 -1.99772
H 1.13355 1.77786 1.91163
H -0.58931 2.10025 1.80849
H 0.48153 3.27970 2.59460
H 2.77379 3.12934 0.56881
H 2.13265 4.54394 1.42308
H 2.25066 4.54951 -0.34449
H -1.42490 4.03833 0.34652
H -0.27462 5.11517 -0.45404
H -0.35133 5.06638 1.31163
O -1.31812 -2.26810 0.84802
C -2.65218 -2.01260 0.81541
C -2.97302 -0.53945 0.54125
C -2.90303 0.11960 -0.64914
C -3.10322 1.51895 -0.52504
C -3.32240 1.89784 0.76440
S -3.28564 0.55681 1.82799
C -3.27397 -2.40820 2.16723
C -2.57695 -2.52152 3.32962
C -3.40841 -2.83201 4.44345
C -4.71989 -2.95465 4.10723
S -4.96160 -2.69622 2.42586
C -3.28770 -2.87361 -0.28683
C -2.76247 -4.02940 -0.77529
C -3.60057 -4.66248 -1.73353
C -4.75338 -3.97524 -1.95864
S -4.81285 -2.53994 -1.02016
H -2.66651 -0.38248 -1.57602
H -3.05286 2.21224 -1.35385
H -3.49364 2.89278 1.14361
H -1.50366 -2.37560 3.36654
H -3.03327 -2.95709 5.44982
H -5.55246 -3.19464 4.74982
H -1.79737 -4.38624 -0.44951
H -3.34979 -5.58422 -2.24066
H -5.54866 -4.21799 -2.64529
Cl 0.48478 -4.66255 1.20174
C 1.99814 -5.54162 1.22112
Cl 1.95448 -7.06229 0.26822
H 2.24351 -5.82160 2.23908
H 2.76851 -4.91527 0.78343

For the HOMO-LUMO gap (alpha / beta), the calculation gives 6.17 / 6.18 eV. The calculation puts the relative energy (zero: lowest compared OMol25 entry of this formula, charge and spin) at 5.2 kcal per mole. As for the multiplicity: 2. The net charge is -2. The LUMO energy (alpha / beta) comes out at 0.1473 / 0.1473 Ha. Its expectation value of S² is 0.753.

Löwdin population analysis, charges in e, atoms 1 to 2: 0.33 -0.01

=====

no.,E (eV)
1,-78607.2622
2,-297233.6182
3,-76568.6194
4,-228124.6494